Here is 2 unconnected molecules or ions with the total composition C3H7NO4S2 at a distorted geometry from the OMol25 dataset. Energies are from ωB97M-V/def2-TZVPD.

## Properties
Total charge: 0
Energy relative to the best compared isomer or geometry (same formula, charge and spin): 13.7 kcal per mole
M: 185.226 g mol⁻¹

The geometry in XYZ format:
```
17
C3H7NO4S2 ωB97M-V/def2-TZVPD
H -0.4966 -0.1967 3.7461
C 0.9991 -2.3715 -3.3771
H -0.2406 -2.1048 -1.6902
O -1.3194 1.4934 -0.0372
O 0.5305 0.0807 0.9703
S 0.9436 1.0725 2.2233
S -1.0474 -0.0550 0.4544
C 0.6045 -0.0276 3.5838
N 0.4317 -2.6235 -2.3715
H 1.0438 -1.0305 3.3035
H -1.0024 1.2558 -2.0269
H 1.2119 0.4367 4.3936
C -0.9268 2.0135 -1.3342
H 0.0412 2.2775 -1.1774
O 1.6261 -2.4198 -4.3452
O -0.9024 -0.8447 -0.7414
H -1.4969 3.0441 -1.5737
```

Let us look at the Löwdin charges, expressed in e, one per atom: number 1, H, carries 0.052; number 2, C, carries -0.472; number 3, H, carries 0.071; number 4, O, carries -0.418; number 5, O, carries -0.766; number 6, S, carries 0.835; number 7, S, carries 0.938; number 8, C, carries -0.410; number 9, N, carries 0.182; number 10, H, carries 0.058; number 11, H, carries 0.047; number 12, H, carries 0.045; number 13, C, carries -0.067; number 14, H, carries 0.043; number 15, O, carries 0.134; number 16, O, carries -0.425; number 17, H, carries 0.154